{
  "formula": "C4H28N2O10",
  "method": "the ωB97M-V functional and the def2-TZVPD basis",
  "symbols": ["N", "C", "C", "C", "N", "C", "O", "H", "H", "H", "H", "H", "H", "H", "H", "H", "H", "H", "H", "O", "H", "H", "O", "H", "H", "O", "H", "H", "O", "H", "H", "O", "H", "H", "O", "H", "H", "O", "H", "H", "O", "H", "H", "O"],
  "xyz": [[1.3103, 0.3397, -1.6496], [0.4028, -0.3715, -0.7839], [0.4012, 0.1310, 0.6572], [0.9164, -1.8468, -0.8285], [0.1086, -2.9188, -1.0679], [-1.2928, -2.9258, -1.4439], [2.1094, -2.0002, -0.6480], [2.0834, 0.8499, -1.2416], [1.7763, -0.1198, -2.4201], [-0.6196, -0.2834, -1.2487], [-0.4356, -0.2818, 1.2122], [0.3845, 1.2134, 0.6573], [1.2402, -0.2679, 1.2349], [0.5091, -3.8299, -0.9055], [-2.0070, -3.2770, -0.7034], [-1.5131, -1.8780, -1.6303], [-1.4856, -3.4899, -2.3636], [5.2625, 0.5828, -0.3183], [4.1068, -0.5746, -0.2925], [4.5344, 0.1603, -0.7715], [-3.2362, 1.3819, 2.4455], [-2.0727, 1.7486, 1.7417], [-2.9050, 1.2812, 1.5230], [-0.9060, -2.9618, 1.6506], [-0.3811, -3.4910, 2.8824], [-1.2383, -3.2281, 2.5168], [-3.4598, 0.3190, -1.2439], [-2.5848, -0.0233, -0.0128], [-2.5487, 0.2949, -0.9207], [-1.5130, -0.5437, 4.4093], [-1.6563, -0.6540, 2.8299], [-2.1116, -0.5162, 3.6570], [-0.5335, 2.6080, -1.6306], [-1.6539, 1.7810, -0.8186], [-1.0377, 2.5414, -0.8190], [0.8975, 0.8546, -4.2042], [0.4390, -0.3809, -3.6264], [0.5767, -0.0149, -4.5075], [2.9654, 2.7239, 0.8903], [3.0049, 3.6428, 2.0409], [3.6198, 3.1968, 1.4294], [-0.5613, 4.0853, 1.9607], [-0.5967, 2.9206, 0.7409], [-0.2989, 3.2223, 1.6206]],
  "atomic_forces_ev_per_a": [[0.63, 2.14, -0.56], [-0.46, -1.49, -1.33], [0.34, -0.65, -0.11], [-0.02, 0.23, 0.37], [-0.69, -0.54, 0.45], [-0.04, 1.04, -0.52], [0.35, -0.51, 0.31], [-0.22, -0.17, 0.71], [-0.32, -0.77, 0.36], [1.15, -0.12, 0.79], [-0.57, 0.23, -0.16], [0.02, -0.06, 0.26], [0.38, 0.36, -0.40], [0.49, 0.17, -0.13], [0.25, -0.17, 0.44], [-0.54, -0.15, -0.22], [0.30, 0.09, 0.12], [-0.05, -0.38, 0.60], [0.64, 0.57, 0.02], [-0.85, -0.18, -0.68], [-0.49, -0.78, -0.81], [0.17, -0.06, -0.87], [0.45, 0.87, 1.90], [-0.50, 0.10, -0.38], [-0.34, -0.18, 0.56], [0.98, 0.02, -0.37], [0.17, 0.06, 0.24], [-0.34, 0.26, 0.33], [-0.38, -0.33, -0.72], [0.27, -0.17, -0.46], [0.47, -0.22, 0.14], [-0.88, 0.50, 0.62], [-0.01, -0.44, -0.12], [0.20, 0.09, -0.64], [-0.33, 0.40, 0.52], [-0.12, -0.19, -0.64], [-0.38, -0.43, -0.28], [0.23, 0.64, 0.63], [0.49, -0.05, -0.09], [0.60, -0.06, -0.12], [-1.12, 0.07, 0.20], [-0.33, -0.29, -0.94], [-0.30, 1.30, -0.36], [0.66, -0.73, 1.38]],
  "gap_ev": 9.52,
  "smiles": "CNC(=O)[C@@H](C)N.O.O.O.O.O.O.O.O.O",
  "largest_force_ha_per_bohr": 0.045,
  "energy_ha": -1031.09060,
  "multiplicity": 1
}